Formula: C8H9NO3
Source: OMol25
Level of theory: the ωB97M-V functional and the def2-TZVPD basis

Each line ends with the Mulliken charge.
Cartesian coordinates (Å):
N1 1.2634 1.1275 1.3406  -0.748
C1 0.9594 0.4424 0.1041  1.399
C2 2.2329 -0.2376 -0.4112  0.286
O1 3.0296 0.3524 -1.0452  -0.513
O2 2.4501 -1.4888 0.0703  -0.498
C3 0.3181 1.4805 -0.8772  -1.143
C4 -1.1782 1.1519 -1.0814  -0.494
C5 -1.3576 -0.1560 -0.3512  0.433
C6 -2.4403 -1.0562 0.0634  -0.698
C7 -1.7933 -2.0403 0.7437  -0.618
O3 -0.4363 -1.7381 0.9563  -0.477
C8 -0.2676 -0.6263 0.2300  -0.116
H1 2.2430 0.9560 1.5638  0.321
H2 0.8076 0.5371 2.0492  0.330
H3 1.7131 -1.8370 0.5291  0.395
H4 0.8240 1.3459 -1.8075  0.292
H5 0.4132 2.4283 -0.3165  0.357
H6 -1.5054 1.2109 -2.1836  0.289
H7 -1.8414 1.8858 -0.7279  0.313
H8 -3.3722 -1.0364 -0.3689  0.476
H9 -2.0621 -2.7021 1.5198  0.413

Forces on the atoms, in the same order (eV/Å):
0.162 -1.431 1.802
-2.106 -1.996 -1.075
-1.513 -0.202 1.345
1.376 0.322 -1.101
1.725 0.730 -1.176
-0.360 -0.627 1.090
-0.206 -0.954 -1.724
-1.793 -0.074 -0.439
3.495 -0.109 -0.636
0.374 0.989 1.320
-0.806 0.139 -0.623
2.936 2.950 -0.231
0.100 0.478 -0.028
0.047 0.768 0.155
-1.435 -0.526 0.764
0.518 0.808 -0.624
0.339 -0.220 -1.083
0.822 -0.870 1.292
-0.647 1.135 1.211
-2.199 -0.126 -0.233
-0.828 -1.184 -0.005

The calculation puts the relative energy (zero: lowest compared OMol25 entry of this formula, charge and spin) at 2.067 eV. For the lowest unoccupied orbital energy, the calculation gives 0.6740 eV. The orbital gap comes out at 9.804 eV. The HOMO energy is -9.1 eV.

Formula: C8H9NO4S
Source: OMol25
Level of theory: the ωB97M-V functional and the def2-TZVPD basis

Each line ends with the Mulliken charge.
Cartesian coordinates (Å):
C1 -1.0168 -0.1478 1.6303  -1.529
C2 -1.1420 -0.6887 0.2307  0.761
N1 -2.2089 -1.6590 -0.1094  1.013
O1 -2.3894 -1.9721 -1.2939  -0.591
O2 -2.9182 -1.9316 0.8540  -0.606
C3 -0.0150 -0.5722 -0.7494  -0.140
C4 1.4219 0.1071 -0.3918  -0.569
S1 2.7779 -1.0719 -0.3084  0.898
O3 4.0341 -0.5104 0.1814  -0.619
O4 2.3861 -2.2486 0.3668  -0.553
C5 1.4604 1.3613 -0.0003  -0.036
C6 0.2497 2.2464 -0.0345  -0.528
C7 -0.8882 1.7871 -0.5382  -0.684
C8 -1.1226 0.4670 -0.9664  -0.524
H1 -1.4426 0.8142 1.9403  0.353
H2 -0.0100 -0.0915 1.9762  0.423
H3 -1.4667 -0.8785 2.3462  0.435
H4 -0.0742 -1.2367 -1.6576  0.448
H5 3.0848 -1.5166 -1.5881  0.147
H6 2.3374 1.7401 0.3319  0.624
H7 0.5912 3.3007 0.0531  0.355
H8 -1.7112 2.4708 -0.6307  0.366
H9 -1.9376 0.2306 -1.6422  0.553

Forces on the atoms, in the same order (eV/Å):
-0.944 -1.595 1.701
0.694 2.368 -1.294
-0.598 0.728 0.488
0.349 -0.016 1.794
0.188 -0.605 -1.405
1.446 0.943 -2.111
-2.764 -3.335 -0.642
3.174 0.619 -0.052
-1.586 0.763 -0.774
-1.725 -1.252 0.704
-3.027 -0.089 -0.566
3.042 0.044 -0.455
-0.583 1.917 0.291
-0.033 -2.909 1.630
-0.333 -0.122 -0.966
1.040 -0.078 -0.236
0.212 0.421 -0.704
0.546 0.096 1.538
-0.753 0.844 0.268
2.745 1.337 0.867
-1.257 -0.661 0.405
-0.243 0.367 -0.278
0.407 0.216 -0.203

The calculation puts the relative energy (zero: lowest compared OMol25 entry of this formula, charge and spin) at 4.374 eV. For the lowest unoccupied orbital energy, the calculation gives -0.8776 eV. The orbital gap comes out at 8.797 eV. The HOMO energy is -9.7 eV.

Formula: C8H9NO4S2
Source: OMol25
Level of theory: the ωB97M-V functional and the def2-TZVPD basis

Each line ends with the Mulliken charge.
Cartesian coordinates (Å):
C1 3.5164 0.5805 0.5300  -0.377
C2 3.0948 -0.5931 1.1589  -0.782
C3 2.6575 1.2822 -0.2552  -0.633
C4 1.9114 -1.1075 0.8212  -0.496
C5 1.4382 0.7651 -0.6288  0.572
C6 1.0586 -0.4669 -0.0850  0.241
C7 -3.7567 -1.1743 -0.4014  -0.008
C8 -3.7630 -0.0702 0.3153  -0.297
N1 0.5659 1.3770 -1.4392  -0.362
O1 -0.7107 -1.1116 -1.8793  -0.567
O2 -0.7378 -2.5317 0.1843  -0.588
O3 -1.9307 0.4891 2.1994  -0.527
O4 -1.9821 1.9442 0.1009  -0.529
S1 -0.5610 -1.2128 -0.4531  0.826
S2 -2.1232 0.6425 0.7850  1.006
H1 4.4805 1.1606 0.6577  0.281
H2 3.6941 -1.0905 1.8737  0.417
H3 2.9241 2.2647 -0.6937  0.222
H4 1.4616 -1.9114 1.2713  0.559
H5 -4.6070 -1.6856 -0.6890  0.362
H6 -2.6978 -1.3376 -0.6258  -0.096
H7 -4.4894 0.6123 0.6201  0.366
H8 0.7997 2.3888 -1.6450  0.196
H9 -0.2432 0.7860 -1.7224  0.214

Forces on the atoms, in the same order (eV/Å):
1.252 1.688 0.506
1.924 0.663 -0.105
0.486 1.297 -1.108
-2.221 1.029 -1.314
-1.825 -1.164 0.026
0.058 -0.788 0.572
2.487 2.271 1.218
1.657 0.029 -0.155
0.184 1.767 -0.877
-0.652 0.222 -0.694
0.400 2.210 -0.632
0.184 0.178 -0.193
-0.113 -2.015 1.278
1.230 -0.473 2.292
-0.082 0.139 -2.241
-0.925 -1.457 0.434
0.648 -0.370 0.548
0.041 -0.712 0.363
-0.411 -2.218 1.231
-1.257 -1.104 -0.826
-1.180 -1.503 -0.575
-1.488 0.632 0.641
-1.249 -2.086 -0.087
0.853 1.765 -0.305

The calculation puts the relative energy (zero: lowest compared OMol25 entry of this formula, charge and spin) at 1.403 eV. For the lowest unoccupied orbital energy (spin up / spin down), the calculation gives -1.7316 / -1.7325 eV. The orbital gap (spin up / spin down) comes out at 6.681 / 6.680 eV. The HOMO energy (spin up / spin down) is -8.4 / -8.4 eV.

Formula: C8H9NOS
Source: OMol25
Level of theory: the ωB97M-V functional and the def2-TZVPD basis

Each line ends with the Mulliken charge.
Cartesian coordinates (Å):
C1 -2.9426 -0.5645 0.5576  -0.370
C2 -2.8780 0.8866 0.6332  -0.546
C3 -1.8587 -1.3825 0.3191  -0.764
C4 -1.5555 1.4585 0.4692  -0.781
C5 -0.6830 -0.6842 -0.0567  1.093
C6 -0.5189 0.7075 0.0318  -0.292
C7 1.7468 -1.1612 -0.5103  -0.279
C8 2.5983 1.3229 -0.7714  -0.900
N1 0.4508 -1.4223 -0.5633  -0.021
O1 3.7130 -0.2197 0.9307  -0.653
S1 2.3097 0.1301 0.5655  0.567
H1 -3.9390 -0.9842 0.8818  0.272
H2 -3.6373 1.6454 0.7967  0.353
H3 -1.9792 -2.5291 0.4373  0.193
H4 -1.5284 2.4509 0.6210  0.462
H5 2.5096 -2.0346 -0.5232  0.353
H6 2.0631 1.1879 -1.7964  0.279
H7 2.2073 2.2098 -0.4978  0.327
H8 3.6731 1.4305 -0.7405  0.378
H9 0.2488 -2.4479 -0.7843  0.328

Forces on the atoms, in the same order (eV/Å):
-2.578 1.775 1.432
3.406 -1.149 -0.728
0.110 -0.941 -0.493
-3.749 -3.476 0.181
0.554 0.511 -0.075
2.269 -1.609 -0.680
-0.835 -1.401 1.664
-0.228 -1.618 -2.344
0.299 -2.877 0.073
-0.661 -0.313 0.326
0.722 0.601 -1.192
1.272 0.123 -0.592
-0.611 -0.868 0.072
0.405 2.082 -0.306
0.597 3.512 0.501
-1.360 1.489 -0.704
1.355 -0.478 1.837
-1.418 3.072 1.411
0.317 -0.291 -0.610
0.136 1.857 0.229

The calculation puts the relative energy (zero: lowest compared OMol25 entry of this formula, charge and spin) at 6.530 eV. For the lowest unoccupied orbital energy (spin up / spin down), the calculation gives -1.1688 / -1.1672 eV. The orbital gap (spin up / spin down) comes out at 6.147 / 6.151 eV. The HOMO energy (spin up / spin down) is -7.3 / -7.3 eV.

Formula: C8H9NdO8P
Source: OMol25
Level of theory: the ωB97M-V functional and the def2-TZVPD basis

Each line ends with the Mulliken spin population.
Cartesian coordinates (Å):
O1 3.7724 0.6364 -1.9680  0.000
C1 2.6256 0.5848 -1.8777  -0.001
Nd1 -0.2033 0.2678 -1.5036  3.029
O2 0.1173 1.7331 -5.0481  0.000
C2 0.0555 1.3413 -3.9629  0.000
C3 -2.5878 0.8684 -2.0050  -0.005
O3 -3.7399 0.9766 -2.0852  0.003
C4 0.0915 3.1290 -1.1628  -0.002
O4 0.1664 4.2602 -0.9611  0.000
C5 -0.0013 -1.8719 -2.8989  -0.004
O5 -0.0500 -2.9553 -3.2940  0.002
C6 2.1426 1.1658 1.8857  0.000
O6 0.7522 1.5050 1.7468  0.002
P1 -0.6843 0.7257 1.8972  0.002
O7 -0.4668 -0.6508 2.7182  0.001
C7 0.4338 -1.7384 2.9159  0.000
O8 -1.1041 -1.1085 -0.1718  -0.027
C8 -2.4201 -1.4918 0.1981  0.002
H1 2.6025 2.1454 1.8079  0.000
H2 2.4629 0.5607 1.0345  0.000
H3 2.4340 0.7260 2.8536  0.000
H4 0.8122 -2.0949 1.9600  0.000
H5 1.2188 -1.4946 3.6392  0.000
H6 -0.2074 -2.4795 3.3646  0.000
H7 -2.3479 -2.3229 0.9273  -0.001
H8 -2.8657 -0.6130 0.6692  -0.001
H9 -3.0093 -1.8046 -0.6791  -0.002

Forces on the atoms, in the same order (eV/Å):
-4.710 -0.160 0.317
4.858 0.103 -0.321
1.213 -0.642 1.510
-0.215 -1.708 4.897
0.134 1.911 -5.669
-7.192 0.801 -0.583
5.716 -0.464 0.324
0.208 4.682 0.928
-0.267 -4.623 -0.870
-0.213 -5.797 -2.194
0.271 4.880 1.667
1.261 0.524 0.365
-3.593 -1.683 -0.563
3.343 -2.398 2.955
-1.488 4.493 -2.414
0.599 -1.002 0.726
1.230 2.047 -1.502
-0.311 -0.809 0.768
0.419 -0.072 0.066
-0.092 -0.162 0.251
-0.566 0.010 -0.423
0.055 0.136 0.031
-0.125 0.194 -0.344
0.062 -0.479 0.076
-0.295 0.437 -0.458
-0.501 -0.267 0.095
0.200 0.048 0.364

The charge is +3. The spin multiplicity is 4. The calculation puts the relative energy (zero: lowest compared OMol25 entry of this formula, charge and spin) at 0.761 eV. For the lowest unoccupied orbital energy (spin up / spin down), the calculation gives -12.8891 / -12.7469 eV. The orbital gap (spin up / spin down) comes out at 8.584 / 8.799 eV. The HOMO energy (spin up / spin down) is -21.5 / -21.5 eV.

Formula: C8H9O5PPb
Source: OMol25
Level of theory: the ωB97M-V functional and the def2-TZVPD basis

Each line ends with the Mulliken charge.
Cartesian coordinates (Å):
O1 0.0020 3.0608 0.0002  -0.151
C1 0.0013 1.9110 0.0002  -0.539
Pb1 0.0000 0.0000 0.0000  3.941
O2 0.0002 0.0002 -3.0608  -0.116
C2 0.0001 0.0002 -1.9110  -0.179
C3 -0.0014 -1.9111 -0.0002  -0.418
O3 -0.0022 -3.0609 -0.0003  -0.162
C4 -1.9110 0.0013 -0.0001  -0.401
O4 -3.0608 0.0020 -0.0002  -0.101
C5 1.9110 -0.0014 0.0001  -0.385
O5 3.0607 -0.0021 0.0003  -0.099
C6 -0.0276 -0.8373 4.2042  -1.216
P1 -0.0346 -0.0246 2.5669  0.707
C7 -1.6412 0.8035 2.8479  -1.251
C8 1.5224 0.8844 2.8684  -1.253
H1 -0.9094 -1.5058 4.2889  0.400
H2 -0.0576 -0.0919 5.0266  0.442
H3 0.8893 -1.4528 4.3077  0.400
H4 -1.7093 1.1908 3.8859  0.421
H5 -1.7541 1.6692 2.1654  0.375
H6 -2.4686 0.0821 2.6872  0.395
H7 1.5533 1.2768 3.9060  0.423
H8 2.3878 0.2073 2.7193  0.391
H9 1.6035 1.7528 2.1860  0.376

Forces on the atoms, in the same order (eV/Å):
-0.006 -0.774 0.106
0.012 10.362 -0.378
0.034 0.301 8.681
0.003 0.367 2.547
0.001 -0.196 -13.683
-0.021 -11.652 -0.202
0.005 1.177 0.125
-14.377 0.164 -0.109
3.078 -0.257 0.024
14.351 0.187 -0.053
-3.086 -0.257 0.042
0.053 -2.072 0.126
-0.042 -0.078 4.246
-0.016 1.424 -0.283
-0.046 1.424 -0.274
0.553 0.326 0.100
0.013 -0.173 -0.794
-0.559 0.279 0.088
0.083 -0.236 -0.646
-0.310 -0.294 0.376
0.563 0.270 0.112
-0.033 -0.243 -0.638
-0.561 0.218 0.117
0.308 -0.266 0.369

The charge is +2. The calculation puts the relative energy (zero: lowest compared OMol25 entry of this formula, charge and spin) at 17.396 eV. For the lowest unoccupied orbital energy (spin up / spin down), the calculation gives -9.7699 / -9.5954 eV. The orbital gap (spin up / spin down) comes out at 5.192 / 5.531 eV. The HOMO energy (spin up / spin down) is -15.0 / -15.1 eV.

Repeat the second record exactly.
Formula: C8H9NO4S
Source: OMol25
Level of theory: the ωB97M-V functional and the def2-TZVPD basis

Each line ends with the Mulliken charge.
Cartesian coordinates (Å):
C1 -1.0168 -0.1478 1.6303  -1.529
C2 -1.1420 -0.6887 0.2307  0.761
N1 -2.2089 -1.6590 -0.1094  1.013
O1 -2.3894 -1.9721 -1.2939  -0.591
O2 -2.9182 -1.9316 0.8540  -0.606
C3 -0.0150 -0.5722 -0.7494  -0.140
C4 1.4219 0.1071 -0.3918  -0.569
S1 2.7779 -1.0719 -0.3084  0.898
O3 4.0341 -0.5104 0.1814  -0.619
O4 2.3861 -2.2486 0.3668  -0.553
C5 1.4604 1.3613 -0.0003  -0.036
C6 0.2497 2.2464 -0.0345  -0.528
C7 -0.8882 1.7871 -0.5382  -0.684
C8 -1.1226 0.4670 -0.9664  -0.524
H1 -1.4426 0.8142 1.9403  0.353
H2 -0.0100 -0.0915 1.9762  0.423
H3 -1.4667 -0.8785 2.3462  0.435
H4 -0.0742 -1.2367 -1.6576  0.448
H5 3.0848 -1.5166 -1.5881  0.147
H6 2.3374 1.7401 0.3319  0.624
H7 0.5912 3.3007 0.0531  0.355
H8 -1.7112 2.4708 -0.6307  0.366
H9 -1.9376 0.2306 -1.6422  0.553

Forces on the atoms, in the same order (eV/Å):
-0.944 -1.595 1.701
0.694 2.368 -1.294
-0.598 0.728 0.488
0.349 -0.016 1.794
0.188 -0.605 -1.405
1.446 0.943 -2.111
-2.764 -3.335 -0.642
3.174 0.619 -0.052
-1.586 0.763 -0.774
-1.725 -1.252 0.704
-3.027 -0.089 -0.566
3.042 0.044 -0.455
-0.583 1.917 0.291
-0.033 -2.909 1.630
-0.333 -0.122 -0.966
1.040 -0.078 -0.236
0.212 0.421 -0.704
0.546 0.096 1.538
-0.753 0.844 0.268
2.745 1.337 0.867
-1.257 -0.661 0.405
-0.243 0.367 -0.278
0.407 0.216 -0.203

The calculation puts the relative energy (zero: lowest compared OMol25 entry of this formula, charge and spin) at 4.374 eV. For the lowest unoccupied orbital energy, the calculation gives -0.8776 eV. The orbital gap comes out at 8.797 eV. The HOMO energy is -9.7 eV.

Repeat the third record exactly.
Formula: C8H9NO4S2
Source: OMol25
Level of theory: the ωB97M-V functional and the def2-TZVPD basis

Each line ends with the Mulliken charge.
Cartesian coordinates (Å):
C1 3.5164 0.5805 0.5300  -0.377
C2 3.0948 -0.5931 1.1589  -0.782
C3 2.6575 1.2822 -0.2552  -0.633
C4 1.9114 -1.1075 0.8212  -0.496
C5 1.4382 0.7651 -0.6288  0.572
C6 1.0586 -0.4669 -0.0850  0.241
C7 -3.7567 -1.1743 -0.4014  -0.008
C8 -3.7630 -0.0702 0.3153  -0.297
N1 0.5659 1.3770 -1.4392  -0.362
O1 -0.7107 -1.1116 -1.8793  -0.567
O2 -0.7378 -2.5317 0.1843  -0.588
O3 -1.9307 0.4891 2.1994  -0.527
O4 -1.9821 1.9442 0.1009  -0.529
S1 -0.5610 -1.2128 -0.4531  0.826
S2 -2.1232 0.6425 0.7850  1.006
H1 4.4805 1.1606 0.6577  0.281
H2 3.6941 -1.0905 1.8737  0.417
H3 2.9241 2.2647 -0.6937  0.222
H4 1.4616 -1.9114 1.2713  0.559
H5 -4.6070 -1.6856 -0.6890  0.362
H6 -2.6978 -1.3376 -0.6258  -0.096
H7 -4.4894 0.6123 0.6201  0.366
H8 0.7997 2.3888 -1.6450  0.196
H9 -0.2432 0.7860 -1.7224  0.214

Forces on the atoms, in the same order (eV/Å):
1.252 1.688 0.506
1.924 0.663 -0.105
0.486 1.297 -1.108
-2.221 1.029 -1.314
-1.825 -1.164 0.026
0.058 -0.788 0.572
2.487 2.271 1.218
1.657 0.029 -0.155
0.184 1.767 -0.877
-0.652 0.222 -0.694
0.400 2.210 -0.632
0.184 0.178 -0.193
-0.113 -2.015 1.278
1.230 -0.473 2.292
-0.082 0.139 -2.241
-0.925 -1.457 0.434
0.648 -0.370 0.548
0.041 -0.712 0.363
-0.411 -2.218 1.231
-1.257 -1.104 -0.826
-1.180 -1.503 -0.575
-1.488 0.632 0.641
-1.249 -2.086 -0.087
0.853 1.765 -0.305

The calculation puts the relative energy (zero: lowest compared OMol25 entry of this formula, charge and spin) at 1.403 eV. For the lowest unoccupied orbital energy (spin up / spin down), the calculation gives -1.7316 / -1.7325 eV. The orbital gap (spin up / spin down) comes out at 6.681 / 6.680 eV. The HOMO energy (spin up / spin down) is -8.4 / -8.4 eV.

Among the records above, which one has the highest relative energy (zero: lowest compared OMol25 entry of this formula, charge and spin)?
C8H9O5PPb